# 1
C4H9IN3O2 | ωB97M-V with the def2-TZVPD basis set

Structure (ORCA input):
```
! wB97M-V def2-TZVPD RIJCOSX def2/J DEFGRID3
* xyz 1 3
C 1.22938 1.75341 0.93800
C 0.37002 1.14124 -1.24726
C 1.27104 0.73452 -0.11916
C 0.02529 -2.35238 0.84656
N 0.34868 2.68610 0.44782
N -0.27508 2.36029 -0.74479
N -0.29057 -1.00287 1.14048
O 1.80705 1.77996 1.98801
O -0.53988 0.14065 -1.52964
I 2.79207 -0.60885 -0.28901
H 0.97985 1.38609 -2.13821
H -0.10504 -3.00292 1.71709
H -0.55791 -2.70964 0.00405
H 1.09787 -2.43841 0.57304
H 0.12290 3.55620 0.90798
H -0.33122 3.13794 -1.39683
H -0.09584 -0.68526 2.07842
H -1.12454 -0.62026 0.72194
H -1.07132 0.36658 -2.30336
*
```

The largest force on an atom is 4.5 eV Å⁻¹. The value obtained for the HOMO energy (alpha / beta) is -0.433 / -0.456 Ha. As for the lowest unoccupied orbital energy (alpha / beta): -3.386 / -7.594 eV.

***

# 2
C4H8O2 | ωB97M-V with the def2-TZVPD basis set

Structure (ORCA input):
```
! wB97M-V def2-TZVPD RIJCOSX def2/J DEFGRID3
* xyz 0 1
C 1.96262 0.46582 0.20991
C 0.91415 -0.30686 0.46622
O -1.17507 0.13373 1.65616
C -1.63224 -0.71484 0.59546
C -0.48921 0.18684 0.42054
O -0.60971 1.35989 -0.29448
H 1.82964 1.50277 -0.08358
H 2.97675 0.08702 0.29265
H 0.66244 -0.29513 -2.21891
H 1.03304 -1.34557 0.76733
H -2.59588 -0.42958 0.17256
H -1.49467 -1.78416 0.75690
H 0.10726 -0.57985 -2.62304
H -1.48911 1.71991 -0.11772
*
```

The largest force on an atom is 0.3 eV Å⁻¹. The energy relative to the best compared isomer or geometry (same formula, charge and spin) comes out at 78.49 kcal per mole. The value obtained for the HOMO energy is -0.362 Ha. Its SMILES is C=C[C@@]1(O)CO1.[H][H]. As for the lowest unoccupied orbital energy: 0.939 eV.

***

# 3
C30H31F3N2O2 | ωB97M-V with the def2-TZVPD basis set

Structure (ORCA input):
```
! wB97M-V def2-TZVPD RIJCOSX def2/J DEFGRID3
* xyz 0 1
C 1.57510 4.60800 2.82634
N 1.32775 3.19785 2.62297
C 2.33509 2.31719 2.36031
O 3.51988 2.60199 2.20632
C 1.70696 0.92194 2.27362
C 2.24232 -0.04387 3.33253
C 3.72658 -0.30671 3.18744
C 4.61162 0.01931 4.22132
C 5.98863 -0.12061 4.02986
C 6.47824 -0.64709 2.82734
C 5.58645 -1.02147 1.81530
C 4.20994 -0.86180 1.99986
N 0.27591 1.20414 2.40786
C -0.63399 0.20502 2.35460
C -2.00080 0.41377 2.50393
C -3.01942 -0.53410 2.47509
C -4.39708 -0.17516 2.64816
C -5.41874 -1.16377 2.60548
C -6.75564 -0.82752 2.77351
C -7.15015 0.50256 3.00015
C -8.58902 0.86958 3.19068
C -6.15760 1.48729 3.04464
C -4.81755 1.17156 2.87241
C -0.01558 2.63558 2.66123
C -0.62977 2.90831 4.04313
C -0.87024 3.31799 1.58116
H 2.64726 4.81403 2.75978
H 1.04909 5.20488 2.06981
H 1.21311 4.91649 3.81607
H 1.92098 0.51333 1.26844
H 2.03691 0.37923 4.32799
H 1.67875 -0.98695 3.24499
H 4.20750 0.42457 5.15305
H 6.67627 0.18962 4.81897
H 7.55294 -0.76924 2.67988
H 5.95320 -1.43242 0.87329
H 3.49714 -1.13629 1.21726
H -0.24378 -0.80718 2.17921
H -2.30802 1.44070 2.66989
H -2.78883 -1.58922 2.32048
H -5.11455 -2.20129 2.43764
H -7.52347 -1.60307 2.73265
H -8.69636 1.94644 3.35436
H -9.19413 0.59926 2.31715
H -9.02716 0.35247 4.05266
H -6.45021 2.52424 3.21842
H -4.08463 1.97909 2.91242
H 0.05631 2.57802 4.83554
H -0.80024 3.98949 4.14622
H -1.58532 2.39219 4.16238
H -0.35404 3.28764 0.61230
H -1.84691 2.84052 1.47743
H -1.02534 4.36820 1.86729
F -2.30639 -8.01152 2.83079
C -2.27494 -6.63722 2.74138
F -2.73213 -6.16050 3.93444
F -0.95798 -6.28917 2.62434
C -3.09140 -6.14182 1.59572
C -3.26100 -4.67888 1.38656
O -2.90292 -3.80879 2.20776
C -3.95420 -4.35001 0.15373
C -4.59714 -5.29814 -0.61492
C -4.49970 -6.65972 -0.29855
C -3.72650 -7.06372 0.79786
H -4.02105 -3.29379 -0.10278
H -5.18976 -4.99119 -1.48003
H -5.00120 -7.42909 -0.89198
H -3.63058 -8.12499 1.02529
*
```

The largest force on an atom is 2.2 eV Å⁻¹. The energy relative to the best compared isomer or geometry (same formula, charge and spin) comes out at 0.00 kcal per mole. The value obtained for the HOMO energy is -0.208 Ha. As for the lowest unoccupied orbital energy: -2.350 eV.

***

# 4
C26H37BrN5O3PPtS | ωB97M-V with the def2-TZVPD basis set

Structure (ORCA input):
```
! wB97M-V def2-TZVPD RIJCOSX def2/J DEFGRID3
* xyz 2 1
Pt 0.16142 -1.37179 -0.16713
C -1.61368 -1.49119 2.59467
O -0.50198 -0.66049 2.25807
C -0.67678 0.68061 2.50437
C -1.32968 1.17921 3.62177
C -1.46168 2.55521 3.79317
Br -2.31088 3.21361 5.35307
C -1.03028 3.43631 2.82027
C -0.43248 2.94221 1.66297
C -0.16938 1.57161 1.54137
O 0.59822 1.06371 0.53807
C -0.15138 3.87381 0.58667
N 0.18062 5.12591 0.76117
C 0.27562 5.68191 -0.47213
C 0.58662 6.99271 -0.84853
C 0.57632 7.28071 -2.19483
C 0.26952 6.31021 -3.15603
C -0.04708 5.00401 -2.80373
C -0.03698 4.70341 -1.45643
N -0.27938 3.54241 -0.74903
H -2.53888 -1.07779 2.18267
H -1.72008 -1.59609 3.67587
H -1.41478 -2.46849 2.15017
H -1.72618 0.52081 4.37677
H -1.16128 4.50231 2.91397
H 0.84592 1.75871 -0.08893
H 0.81742 7.73351 -0.10083
H 0.81142 8.27861 -2.52603
H 0.27012 6.58161 -4.20083
H -0.30218 4.26271 -3.54633
H -0.74668 2.72811 -1.12083
C 4.47682 -4.03719 1.49097
N 3.61242 -3.53849 2.54727
C 4.17342 -2.32729 3.11747
N 4.31612 -1.31609 2.08657
C 5.17152 -1.81029 1.02257
N 4.64072 -3.03589 0.45377
C 3.44352 -2.82359 -0.30853
P 2.05672 -2.15499 0.75797
C 2.23942 -3.40759 2.15657
C 3.05802 -0.81909 1.60947
H 4.04882 -4.95029 1.07067
H 5.45532 -4.26879 1.91657
H 5.15852 -2.55209 3.53687
H 3.52192 -1.95149 3.91077
H 6.16112 -2.01129 1.43457
H 5.25492 -1.05249 0.24137
H 3.13072 -3.76459 -0.76843
H 3.63992 -2.10579 -1.10993
H 1.86012 -4.38329 1.83847
H 1.65252 -3.07159 3.01607
H 2.47792 -0.43309 2.45267
H 3.23242 -0.00479 0.89967
C -2.97898 -4.82589 -1.41213
C -3.71978 -3.68999 -2.10903
C -3.43958 -2.34939 -1.44683
S -1.83228 -1.72089 -2.05883
O -1.51808 -0.53959 -1.15113
C -2.37158 -0.94069 -3.64903
C -2.61368 0.55721 -3.54963
C -3.92658 0.93281 -2.87253
H -3.04318 -5.73079 -2.00883
H -3.41898 -5.03059 -0.43903
H -1.92638 -4.57739 -1.27643
H -4.79298 -3.88239 -2.08173
H -3.42348 -3.65659 -3.16083
H -3.33618 -2.46789 -0.36833
H -4.19608 -1.59819 -1.65723
H -3.26178 -1.47069 -3.98083
H -1.55358 -1.14209 -4.33963
H -2.61948 0.95241 -4.56883
H -1.77898 1.02071 -3.01693
H -4.76178 0.40811 -3.33223
H -4.10638 1.99881 -2.99033
H -3.90488 0.71491 -1.80623
*
```

The largest force on an atom is 2.0 eV Å⁻¹. The value obtained for the HOMO energy (alpha / beta) is -0.462 / -0.461 Ha. As for the lowest unoccupied orbital energy (alpha / beta): -9.349 / -9.454 eV.